# 1
Below is 3 unconnected molecules or ions with the total composition C23H37F2N2O2 in a non-equilibrium geometry, with properties calculated with ωB97M-V/def2-TZVPD.

Positions of all 66 atoms, in Å:
C  6.961  -0.369  0.696
C  5.999  -0.796  1.951
C  4.391  -0.390  1.727
N  4.161  0.095  0.322
N  2.836  0.087  -0.074
C  2.447  -1.095  -0.957
C  2.883  -2.561  -0.384
C  1.862  -3.223  0.714
O  1.651  -4.678  0.523
C  1.403  -5.169  1.914
C  1.838  0.350  1.061
C  0.335  0.808  0.485
C  -0.558  1.560  1.681
O  -1.916  1.009  1.817
C  -1.994  -0.041  2.845
H  8.067  -0.287  1.139
H  7.026  -1.254  -0.098
H  6.733  0.674  0.218
H  6.368  -0.360  2.996
H  6.070  -1.977  2.072
H  3.800  -1.389  2.006
H  4.180  0.428  2.570
H  4.563  1.053  0.173
H  2.728  0.936  -0.710
H  3.052  -0.938  -1.974
H  1.318  -1.123  -1.260
H  4.002  -2.567  0.026
H  2.904  -3.312  -1.312
H  0.819  -2.684  0.663
H  2.361  -3.040  1.782
H  0.734  -6.140  1.876
H  2.459  -5.375  2.421
H  0.824  -4.368  2.574
H  1.615  -0.625  1.707
H  2.165  1.272  1.748
H  -0.239  -0.203  0.265
H  0.404  1.449  -0.499
H  -0.681  2.711  1.414
H  0.069  1.529  2.686
H  -1.129  -0.029  3.633
H  -3.003  0.121  3.459
H  -2.075  -1.129  2.372
F  -0.323  2.763  -2.311
C  -1.008  1.889  -3.060
C  -2.180  1.330  -2.562
C  -2.895  0.423  -3.343
C  -2.425  0.076  -4.612
C  -1.245  0.638  -5.102
C  -0.536  1.554  -4.325
H  -2.525  1.605  -1.570
H  -3.817  -0.013  -2.965
H  -2.981  -0.634  -5.219
H  -0.879  0.364  -6.088
H  0.379  2.007  -4.693
F  -5.929  0.076  -1.283
C  -6.171  1.239  -0.664
C  -5.573  1.497  0.565
C  -5.820  2.710  1.208
C  -6.673  3.648  0.619
C  -7.272  3.377  -0.612
C  -7.015  2.169  -1.260
H  -4.920  0.754  1.011
H  -5.352  2.925  2.165
H  -6.869  4.592  1.123
H  -7.938  4.107  -1.066
H  -7.466  1.946  -2.221

As for the net charge: +1. The value obtained for the molecular weight is 411.56 g mol⁻¹. The largest force on an atom comes out at 3.64 eV/Å. The calculated total energy is -1357.78201 Eh. Its lowest unoccupied orbital energy is -2.95 eV. The highest occupied orbital energy comes out at -10.836 eV.


# 2
Below is a single C2ClNO molecule in a non-equilibrium geometry, with properties calculated with ωB97M-V/def2-TZVPD.

Positions of all 5 atoms, in Å:
C  0.636  -0.255  0.075
C  -0.710  0.423  -0.020
N  -0.448  -0.957  -0.102
O  -1.579  1.309  0.040
Cl  2.102  -0.520  0.007

As for the net charge: 0. The value obtained for the molecular weight is 89.48 g mol⁻¹. The largest force on an atom comes out at 7.83 eV/Å. The calculated total energy is -666.16914 Eh. As for the spin multiplicity: 3. Its lowest unoccupied orbital energy (spin up / spin down) is 0.67 / -3.16 eV. The highest occupied orbital energy (spin up / spin down) comes out at -6.722 / -11.300 eV.


# 3
Below is a gas-phase ion, C5H8NO (charge -1) in a non-equilibrium geometry, with properties calculated with ωB97M-V/def2-TZVPD.

Positions of all 15 atoms, in Å:
C  0.783  -0.492  -1.481
C  0.805  0.543  -0.630
C  0.314  -1.805  -0.913
C  0.496  0.263  0.813
C  -0.854  0.908  1.241
N  0.300  -1.297  1.088
O  1.223  -1.913  1.623
H  0.924  -0.225  -2.526
H  1.157  1.556  -0.929
H  -0.701  -1.986  -1.366
H  0.893  -2.668  -1.074
H  1.131  0.772  1.502
H  -0.992  0.691  2.337
H  -1.744  0.825  0.582
H  -0.611  1.984  1.248

For the energy above the lowest of the compared OMol25 structures with the same formula, charge and spin, the calculation gives 80.1 kcal/mol. As for the net charge: -1. The value obtained for the molecular weight is 98.12 g mol⁻¹. The largest force on an atom comes out at 3.17 eV/Å. The calculated total energy is -325.14927 Eh. Its lowest unoccupied orbital energy (spin up / spin down) is 4.32 / 4.32 eV. The highest occupied orbital energy (spin up / spin down) comes out at -1.306 / -1.304 eV.


# 4
Below is a molecular structure, C42H44BrN8O7Sr, with properties calculated with ωB97M-V/def2-TZVPD.

Positions of all 103 atoms, in Å:
Sr  -0.233  -1.468  -1.547
O  -1.495  -3.292  -5.444
C  -1.369  -2.954  -4.271
O  -0.670  -1.983  -3.826
C  -2.164  -3.778  -3.224
C  -2.960  -2.949  -2.195
C  -4.151  -3.774  -1.704
C  -3.432  -4.861  -0.864
C  -1.970  -4.394  -0.928
O  -2.128  -2.954  -0.996
C  -1.367  -4.762  -2.291
C  0.180  -4.713  -2.299
O  0.773  -5.698  -2.733
O  0.720  -3.669  -1.798
H  -2.866  -4.366  -3.813
H  -3.167  -1.917  -2.476
H  -4.801  -3.162  -1.079
H  -4.737  -4.178  -2.528
H  -3.796  -4.875  0.163
H  -3.543  -5.862  -1.281
H  -1.353  -4.643  -0.066
H  -1.624  -5.788  -2.549
C  -4.903  5.935  -0.650
C  -4.159  5.100  0.393
C  -3.108  5.996  1.062
C  -5.176  4.646  1.451
C  -3.475  3.881  -0.225
C  -2.790  2.984  0.587
C  -2.174  1.897  0.016
Br  -1.259  0.659  1.157
C  -2.156  1.582  -1.368
O  -1.543  0.534  -1.787
C  -2.860  2.510  -2.188
C  -3.484  3.602  -1.588
C  -3.002  2.381  -3.716
C  -4.492  2.221  -4.062
C  -2.468  3.659  -4.384
C  -2.257  1.202  -4.352
H  -5.387  6.783  -0.160
H  -5.675  5.350  -1.153
H  -4.223  6.329  -1.407
H  -3.582  6.859  1.539
H  -2.390  6.359  0.324
H  -2.552  5.450  1.826
H  -5.681  5.510  1.892
H  -4.693  4.092  2.257
H  -5.929  3.995  1.003
H  -2.734  3.121  1.660
H  -4.016  4.282  -2.240
H  -5.084  3.076  -3.730
H  -4.896  1.325  -3.588
H  -4.617  2.121  -5.144
H  -3.002  4.554  -4.060
H  -2.572  3.581  -5.469
H  -1.410  3.794  -4.152
H  -2.610  0.238  -3.996
H  -1.188  1.239  -4.157
H  -2.411  1.244  -5.434
C  4.375  -4.612  -0.111
N  3.168  -4.021  0.414
C  2.522  -2.934  -0.003
N  1.506  -2.665  0.796
C  1.593  -3.659  1.724
N  2.587  -4.496  1.539
C  5.625  -3.838  0.258
C  6.874  -4.319  -0.122
C  8.027  -3.613  0.190
C  7.954  -2.406  0.868
C  6.708  -1.921  1.244
C  5.555  -2.644  0.953
C  6.580  -0.614  1.883
N  7.481  0.279  2.106
N  6.820  1.380  2.638
C  5.572  1.066  2.684
O  5.342  -0.191  2.238
C  4.431  1.890  3.078
C  4.555  3.271  3.006
C  3.462  4.068  3.309
C  2.263  3.486  3.682
C  2.139  2.101  3.778
C  0.798  1.560  4.223
N  0.756  0.145  4.524
C  0.727  -0.928  3.715
N  0.682  -2.033  4.432
C  0.690  -1.568  5.704
N  0.734  -0.259  5.813
C  3.228  1.303  3.474
H  4.272  -4.700  -1.194
H  4.425  -5.620  0.297
H  2.802  -2.416  -0.905
H  0.919  -3.744  2.559
H  6.945  -5.253  -0.667
H  8.992  -4.003  -0.109
H  8.843  -1.833  1.096
H  4.599  -2.254  1.272
H  5.497  3.703  2.696
H  3.542  5.145  3.241
H  1.408  4.113  3.907
H  0.039  1.785  3.472
H  0.511  2.054  5.150
H  0.745  -0.875  2.636
H  0.658  -2.209  6.570
H  3.157  0.225  3.535

For the energy above the lowest of the compared OMol25 structures with the same formula, charge and spin, the calculation gives 25.4 kcal/mol. As for the net charge: -1. The value obtained for the molecular weight is 940.39 g mol⁻¹. The largest force on an atom comes out at 0.39 eV/Å. The calculated total energy is -5196.60150 Eh. Its lowest unoccupied orbital energy is 1.51 eV. The highest occupied orbital energy comes out at -5.113 eV.


> What is the formula in the second record?

C2ClNO